{"formula": "C3H10O4", "method": "ωB97M-V/def2-TZVPD", "elements": ["O", "C", "C", "C", "O", "H", "H", "H", "H", "H", "H", "O", "H", "H", "O", "H", "H"], "xyz": [[-1.660, -2.324, -0.871], [-0.884, -1.731, -1.565], [0.045, -0.670, -0.997], [-0.475, 0.809, -1.114], [0.124, 1.613, -0.142], [-0.616, -2.071, -2.582], [1.056, -0.856, -1.371], [0.161, -0.816, 0.077], [-1.561, 0.786, -1.007], [-0.183, 1.061, -2.139], [-0.504, 1.758, 0.565], [2.367, 2.889, 1.586], [1.664, 3.187, 1.007], [2.205, 1.932, 1.515], [-0.463, -1.590, 2.596], [-0.386, -1.539, 1.644], [-0.889, -2.437, 2.796]], "forces_ev_per_angstrom": [[-0.7, -0.1, -0.1], [1.6, -0.1, 0.7], [-0.3, 0.4, 0.8], [0.4, -2.0, -1.0], [0.4, 0.5, -0.1], [-0.6, 0.1, -0.2], [-0.1, 0.5, -0.4], [-0.3, -0.3, 0.0], [0.0, 0.1, -0.1], [-0.3, 0.9, 0.3], [-0.2, 0.0, 0.2], [-0.3, -0.8, -0.1], [-0.1, 0.5, -0.2], [0.4, 0.3, 0.3], [0.0, -0.1, 0.5], [-0.2, -0.3, -0.2], [0.1, 0.3, -0.3]], "charge": 0, "e_lumo_ev": 0.432, "homo_energy_ha": -0.37951, "relative_energy_kj_mol": 170.6, "smiles": "O=CCCO.O.O"}

=====

{"formula": "C3H7NO", "method": "ωB97M-V/def2-TZVPD", "elements": ["C", "N", "C", "C", "O", "H", "H", "H", "H", "H", "H", "H"], "xyz": [[1.177, -0.331, 0.907], [0.625, 0.824, 0.160], [-0.218, 0.414, -0.968], [-1.469, -0.286, -0.455], [-1.718, -1.446, -0.636], [1.283, -1.183, 0.236], [0.548, -0.695, 1.717], [2.139, -0.021, 1.306], [0.007, 1.325, 0.797], [-0.511, 1.295, -1.545], [0.298, -0.285, -1.619], [-2.160, 0.389, 0.101]], "forces_ev_per_angstrom": [[-0.1, 0.2, -0.4], [-0.5, -0.4, 0.2], [-0.4, -0.2, 0.3], [0.1, 0.3, -0.6], [-0.1, 0.0, 0.2], [0.3, 0.1, -0.1], [-0.2, 0.1, 0.2], [0.1, -0.3, 0.1], [0.3, 0.3, -0.1], [0.0, 0.0, 0.0], [0.3, 0.0, -0.1], [0.0, -0.2, 0.2]], "charge": 0, "e_lumo_ev": 0.995, "homo_energy_ha": -0.33451, "relative_energy_kj_mol": 158.9, "smiles": "CNCC=O"}

=====

{"formula": "C30H27AsIO7PPdS2", "method": "ωB97M-V/def2-TZVPD", "elements": ["Pd", "O", "As", "O", "O", "C", "C", "C", "C", "C", "C", "S", "O", "O", "O", "H", "H", "H", "H", "H", "I", "C", "C", "C", "C", "C", "C", "C", "C", "C", "P", "C", "C", "C", "C", "C", "C", "C", "C", "C", "C", "C", "C", "C", "H", "H", "H", "H", "H", "H", "H", "H", "H", "H", "H", "H", "H", "H", "H", "H", "C", "S", "C", "O", "H", "H", "H", "H", "H", "H"], "xyz": [[-0.007, -0.207, 0.833], [0.074, -3.640, 2.893], [1.449, -2.561, 2.987], [2.007, -2.451, 4.508], [0.981, -1.049, 2.379], [2.824, -3.343, 1.859], [3.947, -3.734, 2.585], [5.030, -4.327, 1.951], [4.996, -4.539, 0.582], [3.881, -4.154, -0.149], [2.801, -3.554, 0.483], [1.473, -2.999, -0.575], [1.553, -3.770, -1.790], [1.764, -1.574, -0.755], [0.226, -3.201, 0.184], [-0.022, -3.873, 1.948], [3.943, -3.570, 3.656], [5.892, -4.632, 2.531], [5.833, -5.009, 0.080], [3.827, -4.323, -1.216], [-2.010, -1.751, 0.837], [-3.503, -0.389, 1.386], [-4.376, -0.886, 2.313], [-5.493, -0.142, 2.731], [-5.708, 1.086, 2.190], [-4.814, 1.632, 1.237], [-5.109, 2.903, 0.691], [-4.291, 3.474, -0.232], [-3.113, 2.806, -0.605], [-2.767, 1.572, -0.101], [-1.153, 0.940, -0.691], [-1.514, 0.077, -2.238], [-2.680, 0.315, -2.965], [-2.901, -0.365, -4.152], [-1.968, -1.284, -4.613], [-0.810, -1.524, -3.888], [-0.579, -0.844, -2.701], [-0.214, 2.425, -1.133], [0.102, 3.335, -0.123], [0.861, 4.454, -0.412], [1.326, 4.663, -1.706], [1.029, 3.752, -2.707], [0.257, 2.632, -2.423], [-3.652, 0.917, 0.823], [-4.210, -1.870, 2.732], [-6.168, -0.556, 3.468], [-6.571, 1.675, 2.477], [-6.008, 3.407, 1.024], [-4.521, 4.439, -0.664], [-2.450, 3.298, -1.304], [-3.421, 1.016, -2.603], [-3.810, -0.184, -4.712], [-2.151, -1.822, -5.534], [-0.087, -2.255, -4.226], [0.314, -1.059, -2.129], [-0.241, 3.160, 0.890], [1.099, 5.160, 0.373], [1.923, 5.538, -1.930], [1.393, 3.911, -3.713], [0.024, 1.923, -3.207], [4.095, 1.081, -0.009], [2.953, 0.306, 1.119], [3.409, 1.117, 2.639], [1.642, 1.027, 0.718], [3.978, 2.163, 0.027], [3.844, 0.693, -0.994], [5.107, 0.779, 0.260], [4.428, 0.829, 2.897], [2.718, 0.738, 3.391], [3.317, 2.196, 2.518]], "forces_ev_per_angstrom": [[-0.1, 0.0, -0.1], [0.0, -0.2, -0.3], [0.0, 0.2, 0.1], [0.0, 0.0, 0.0], [0.1, 0.0, 0.1], [0.0, 0.0, 0.1], [0.0, 0.0, 0.0], [0.0, 0.0, 0.0], [0.0, 0.0, 0.0], [0.0, 0.0, 0.0], [0.0, -0.1, -0.1], [0.4, 0.0, 0.0], [-0.1, 0.0, 0.0], [-0.1, 0.1, -0.1], [0.0, -0.2, 0.0], [0.0, 0.1, 0.2], [0.0, 0.0, 0.0], [0.0, 0.0, 0.0], [0.0, 0.0, 0.0], [0.0, 0.0, 0.0], [-0.1, 0.1, 0.0], [0.1, 0.0, 0.0], [0.0, 0.0, 0.0], [0.0, 0.0, 0.0], [0.0, 0.0, 0.0], [0.0, 0.0, 0.0], [0.0, 0.0, 0.0], [0.0, 0.0, 0.0], [0.0, 0.0, 0.0], [0.0, 0.1, 0.0], [0.0, 0.0, 0.0], [0.0, 0.0, 0.0], [0.0, 0.0, 0.0], [0.0, 0.0, 0.0], [0.0, 0.0, 0.0], [0.0, 0.0, 0.0], [0.0, -0.1, -0.1], [0.0, 0.0, 0.0], [0.0, 0.0, 0.0], [0.0, 0.0, 0.0], [0.0, 0.0, 0.0], [0.0, 0.0, 0.0], [0.0, 0.0, 0.0], [0.0, -0.1, 0.0], [0.0, 0.0, 0.0], [0.0, 0.0, 0.0], [0.0, 0.0, 0.0], [0.0, 0.0, 0.0], [0.0, 0.0, 0.0], [0.0, 0.0, 0.0], [0.0, 0.0, 0.0], [0.0, 0.0, 0.0], [0.0, 0.0, 0.0], [0.0, 0.0, 0.0], [0.0, 0.1, 0.0], [0.0, 0.0, 0.0], [0.0, 0.0, 0.0], [0.0, 0.0, 0.0], [0.0, 0.0, 0.0], [0.0, 0.0, 0.0], [0.0, 0.0, 0.0], [-0.2, 0.0, -0.1], [0.0, 0.0, 0.0], [0.2, 0.0, 0.1], [0.0, 0.0, 0.0], [0.0, 0.0, 0.0], [0.0, 0.0, 0.0], [0.0, 0.0, 0.0], [0.0, 0.0, 0.0], [0.0, 0.0, 0.0]], "charge": 0, "e_lumo_ev": -0.805, "homo_energy_ha": -0.32660, "relative_energy_kj_mol": 0.0}

=====

{"formula": "C32H31BN12ReS", "method": "ωB97M-V/def2-TZVPD", "elements": ["Re", "C", "C", "C", "C", "C", "N", "N", "B", "N", "N", "C", "C", "C", "C", "C", "N", "N", "C", "C", "C", "C", "C", "H", "H", "H", "H", "H", "H", "H", "H", "H", "H", "H", "H", "H", "H", "H", "H", "H", "H", "H", "H", "H", "H", "N", "C", "C", "C", "N", "C", "N", "S", "C", "N", "C", "C", "C", "C", "C", "C", "H", "H", "H", "H", "H", "N", "C", "C", "C", "C", "C", "N", "C", "H", "H", "H", "H"], "xyz": [[0.151, 0.159, -0.012], [2.101, -2.812, 0.987], [0.793, -2.954, 0.296], [0.180, -4.145, -0.059], [-1.015, -3.800, -0.689], [-2.025, -4.704, -1.271], [-1.096, -2.460, -0.688], [-0.003, -1.934, -0.095], [-2.211, -1.564, -1.267], [-2.749, -0.703, -0.125], [-1.958, 0.080, 0.665], [-2.762, 0.548, 1.653], [-2.432, 1.401, 2.828], [-4.055, 0.081, 1.457], [-4.016, -0.711, 0.319], [-5.131, -1.448, -0.312], [-1.592, -0.666, -2.337], [-0.492, 0.096, -2.104], [-0.084, 0.577, -3.303], [1.121, 1.385, -3.631], [-0.970, 0.150, -4.282], [-1.915, -0.641, -3.641], [-3.064, -1.345, -4.248], [2.580, -3.786, 1.043], [2.763, -2.130, 0.458], [1.973, -2.449, 2.004], [0.553, -5.132, 0.113], [-1.724, -5.738, -1.134], [-2.994, -4.557, -0.798], [-2.138, -4.514, -2.337], [-3.061, -2.226, -1.721], [-1.429, 1.249, 3.214], [-2.572, 2.456, 2.591], [-3.129, 1.159, 3.630], [-4.907, 0.302, 2.066], [-6.061, -1.212, 0.199], [-5.225, -1.183, -1.364], [-4.965, -2.522, -0.250], [1.901, 1.313, -2.880], [1.533, 1.019, -4.571], [0.846, 2.427, -3.797], [-0.921, 0.390, -5.324], [-3.173, -1.043, -5.287], [-2.908, -2.422, -4.218], [-3.988, -1.126, -3.718], [1.977, 0.133, -0.631], [3.077, 0.214, -1.033], [4.353, 0.363, -1.456], [4.623, 1.216, -2.538], [4.787, 1.930, -3.419], [5.363, -0.322, -0.762], [6.129, -0.888, -0.126], [0.717, -0.941, 4.520], [0.094, -0.668, 2.961], [0.861, -0.023, 2.112], [2.088, 0.277, 2.687], [3.191, 0.913, 2.110], [4.376, 0.965, 2.812], [4.484, 0.456, 4.106], [3.383, -0.084, 4.739], [2.202, -0.182, 4.016], [-0.884, -1.039, 2.698], [3.120, 1.346, 1.126], [5.239, 1.412, 2.347], [5.437, 0.489, 4.609], [3.438, -0.440, 5.756], [-1.473, 5.252, 3.487], [-0.955, 4.896, 2.533], [-0.341, 4.390, 1.355], [0.069, 5.223, 0.315], [0.667, 4.617, -0.777], [0.748, 3.235, -0.835], [0.312, 2.425, 0.137], [-0.165, 3.013, 1.233], [-0.062, 6.293, 0.374], [1.056, 5.207, -1.593], [1.195, 2.768, -1.694], [-0.406, 2.370, 2.060]], "forces_ev_per_angstrom": [[0.3, -0.5, -0.1], [0.0, 0.1, 0.0], [-0.1, -0.4, 0.1], [-0.1, 0.5, -0.1], [0.6, 0.2, 0.4], [-0.3, 0.0, -0.1], [-0.4, -0.7, -0.5], [0.3, 1.0, 0.3], [0.7, 0.4, 0.3], [-0.7, -0.1, -0.3], [0.7, 0.2, 0.0], [-0.5, -0.2, 0.1], [0.2, 0.2, 0.0], [0.5, -0.1, -0.4], [0.3, 0.5, 0.5], [0.0, -0.2, -0.2], [-0.6, -0.2, -0.6], [0.6, 0.3, 1.3], [-0.4, -0.2, -0.4], [0.1, 0.0, 0.1], [0.0, -0.1, 0.5], [0.6, 0.5, 0.0], [-0.2, -0.2, 0.1], [0.1, 0.0, 0.0], [0.1, 0.0, 0.0], [0.0, 0.1, 0.1], [0.1, -0.2, 0.0], [0.0, 0.0, 0.0], [-0.1, 0.0, 0.0], [-0.1, 0.0, -0.1], [-0.3, -0.2, -0.2], [0.0, 0.0, 0.1], [0.0, 0.1, 0.1], [0.0, 0.0, 0.0], [-0.2, 0.0, 0.1], [0.0, 0.0, 0.0], [-0.1, 0.0, 0.0], [-0.1, -0.1, 0.0], [0.0, 0.1, -0.1], [0.0, 0.0, 0.1], [0.1, 0.1, 0.1], [0.0, 0.0, -0.2], [0.0, 0.0, 0.0], [-0.1, -0.1, 0.0], [-0.1, 0.0, 0.0], [-1.1, 0.1, 0.1], [1.1, 0.0, -0.4], [-0.9, -0.2, 0.3], [0.0, 0.0, -0.5], [0.0, 0.4, -0.4], [0.2, 0.0, 0.4], [0.4, -0.3, 0.3], [0.2, 0.2, -0.6], [0.0, -0.2, 0.4], [-1.0, -0.1, -1.0], [0.7, 0.1, 0.7], [-0.2, 0.0, -0.1], [-0.1, 0.1, -0.1], [-0.1, 0.0, 0.1], [0.2, 0.0, 0.0], [-0.3, 0.0, -0.3], [-0.1, 0.0, -0.1], [0.0, 0.1, 0.0], [0.1, 0.1, 0.0], [0.1, 0.1, 0.1], [0.0, -0.1, 0.1], [-0.3, 0.2, 0.5], [0.1, -0.1, 0.0], [0.3, -0.3, -0.6], [0.0, -0.4, 0.1], [-0.1, -0.1, 0.1], [0.2, 0.3, -0.5], [-0.2, -0.6, 0.1], [-0.2, 0.3, 0.5], [0.0, 0.1, 0.0], [0.0, 0.0, -0.1], [-0.1, -0.1, 0.0], [-0.1, 0.0, 0.0]], "charge": 2, "multiplicity": 2, "e_lumo_ev": [-9.188, -8.128], "s_squared": 1.0717, "homo_energy_ha": [-0.51048, -0.52885], "relative_energy_kj_mol": 104.0}